{"formula": "C21H24N2O2Si", "method": "ωB97M-V with the def2-TZVPD basis set", "max_force_ha_per_bohr": 0.04993, "gap_ev": 8.4531, "lumo_ev": 0.2436, "smiles": "CC(C)(C)OC(=O)c1cc2c(cn1)[nH]c1ccc(C#C[Si](C)(C)C)cc12", "relative_energy_kcal_mol": 0.0, "total_energy_ev": -37119.6561, "elements": ["C", "C", "C", "C", "O", "C", "O", "C", "C", "C", "C", "C", "N", "N", "C", "C", "C", "C", "C", "C", "Si", "C", "C", "C", "C", "C", "H", "H", "H", "H", "H", "H", "H", "H", "H", "H", "H", "H", "H", "H", "H", "H", "H", "H", "H", "H", "H", "H", "H", "H"], "positions_angstrom": [[-4.007, 2.787, 5.569], [-3.872, 2.054, 4.213], [-4.853, 2.615, 3.194], [-4.041, 0.585, 4.472], [-2.499, 2.281, 3.752], [-2.211, 1.817, 2.511], [-2.924, 1.123, 1.807], [-0.885, 2.162, 2.012], [-0.404, 1.409, 0.976], [0.847, 1.741, 0.486], [1.552, 2.800, 1.034], [0.968, 3.513, 2.110], [-0.232, 3.236, 2.534], [2.804, 2.959, 0.391], [2.915, 1.976, -0.555], [3.987, 1.554, -1.308], [3.834, 0.482, -2.127], [2.607, -0.215, -2.171], [2.406, -1.318, -3.034], [2.270, -2.369, -3.624], [1.912, -3.996, -4.243], [1.078, -4.031, -5.938], [3.560, -4.783, -4.562], [0.872, -5.082, -3.082], [1.536, 0.141, -1.372], [1.713, 1.199, -0.505], [-3.157, 2.561, 6.208], [-4.032, 3.849, 5.389], [-4.899, 2.463, 6.087], [-4.660, 3.669, 3.076], [-4.715, 2.154, 2.236], [-5.888, 2.490, 3.578], [-3.369, 0.202, 5.237], [-5.065, 0.400, 4.854], [-3.934, 0.008, 3.536], [-0.948, 0.550, 0.651], [1.528, 4.286, 2.642], [3.553, 3.620, 0.637], [4.921, 2.077, -1.255], [4.706, 0.072, -2.646], [0.053, -3.679, -5.822], [1.140, -5.014, -6.391], [1.572, -3.400, -6.665], [4.136, -4.743, -3.654], [3.519, -5.785, -5.002], [4.028, -4.155, -5.302], [1.411, -5.491, -2.238], [0.385, -5.851, -3.692], [0.092, -4.421, -2.694], [0.688, -0.501, -1.313]]}

{"formula": "C21H24N2O3", "method": "ωB97M-V with the def2-TZVPD basis set", "max_force_ha_per_bohr": 0.01544, "gap_ev": 9.1570, "lumo_ev": 0.6852, "smiles": "CC(C)Oc1ccccc1OCCCCn1cnc2ccccc2c1=O", "relative_energy_kcal_mol": 25.9, "total_energy_ev": -31290.0080, "elements": ["C", "C", "C", "O", "C", "C", "C", "C", "C", "C", "O", "C", "C", "C", "C", "N", "C", "N", "C", "C", "C", "C", "C", "C", "C", "O", "H", "H", "H", "H", "H", "H", "H", "H", "H", "H", "H", "H", "H", "H", "H", "H", "H", "H", "H", "H", "H", "H", "H", "H"], "positions_angstrom": [[-1.137, -1.257, 2.369], [0.154, -1.635, 1.654], [0.269, -3.146, 1.465], [0.119, -0.986, 0.378], [1.261, -0.998, -0.376], [1.151, -1.433, -1.694], [2.234, -1.393, -2.551], [3.459, -0.937, -2.098], [3.586, -0.504, -0.791], [2.499, -0.514, 0.074], [2.649, -0.076, 1.379], [2.811, 1.320, 1.549], [1.556, 2.110, 1.157], [1.576, 2.582, -0.297], [0.211, 3.114, -0.738], [-0.754, 2.044, -0.914], [-0.691, 1.253, -2.015], [-1.460, 0.272, -2.289], [-2.443, -0.034, -1.383], [-3.293, -1.117, -1.632], [-4.296, -1.423, -0.742], [-4.482, -0.659, 0.410], [-3.651, 0.405, 0.674], [-2.622, 0.725, -0.214], [-1.720, 1.835, 0.072], [-1.771, 2.545, 1.058], [-1.150, -1.695, 3.362], [-1.217, -0.176, 2.458], [-1.992, -1.619, 1.804], [1.016, -1.274, 2.227], [0.270, -3.641, 2.432], [-0.571, -3.512, 0.878], [1.192, -3.392, 0.944], [0.187, -1.778, -2.033], [2.121, -1.727, -3.571], [4.314, -0.916, -2.756], [4.535, -0.141, -0.423], [3.681, 1.682, 0.983], [3.015, 1.433, 2.616], [1.453, 2.976, 1.812], [0.691, 1.467, 1.324], [1.865, 1.759, -0.956], [2.315, 3.379, -0.410], [-0.195, 3.784, 0.024], [0.305, 3.654, -1.685], [0.088, 1.498, -2.728], [-3.139, -1.694, -2.531], [-4.950, -2.261, -0.936], [-5.278, -0.908, 1.096], [-3.769, 1.009, 1.562]]}

{"formula": "C21H24N2O5", "method": "ωB97M-V with the def2-TZVPD basis set", "max_force_ha_per_bohr": 0.01350, "gap_ev": 9.1337, "lumo_ev": 0.7637, "smiles": "CCOC(=O)c1c(C)[nH]c(C(=O)OCC(=O)N2c3ccccc3C[C@@H]2C)c1C", "relative_energy_kcal_mol": 14.9, "total_energy_ev": -35386.1992, "elements": ["C", "C", "O", "C", "O", "C", "C", "C", "N", "C", "C", "O", "O", "C", "C", "O", "N", "C", "C", "C", "C", "C", "C", "C", "C", "C", "C", "C", "H", "H", "H", "H", "H", "H", "H", "H", "H", "H", "H", "H", "H", "H", "H", "H", "H", "H", "H", "H", "H", "H", "H", "H"], "positions_angstrom": [[-8.514, -0.470, 0.529], [-7.374, 0.402, 1.023], [-6.184, 0.012, 0.344], [-5.067, 0.690, 0.678], [-5.079, 1.576, 1.502], [-3.898, 0.223, -0.062], [-3.875, -0.785, -1.032], [-4.963, -1.633, -1.575], [-2.611, -0.900, -1.460], [-1.794, -0.008, -0.805], [-0.382, -0.004, -1.126], [0.115, -0.743, -1.951], [0.313, 0.937, -0.456], [1.715, 0.843, -0.585], [2.210, -0.316, 0.285], [1.422, -1.063, 0.826], [3.549, -0.460, 0.444], [4.645, 0.284, 0.000], [4.755, 1.215, -1.020], [5.993, 1.801, -1.255], [7.104, 1.470, -0.502], [7.000, 0.523, 0.508], [5.778, -0.064, 0.747], [5.423, -1.103, 1.765], [4.017, -1.539, 1.333], [4.026, -2.858, 0.567], [-2.573, 0.714, 0.084], [-2.101, 1.778, 1.004], [-8.645, -0.345, -0.542], [-8.301, -1.516, 0.734], [-9.434, -0.189, 1.035], [-7.568, 1.462, 0.822], [-7.223, 0.286, 2.102], [-5.745, -1.014, -2.009], [-4.574, -2.307, -2.335], [-5.420, -2.217, -0.778], [-2.255, -1.548, -2.147], [1.973, 0.642, -1.632], [2.126, 1.796, -0.248], [3.925, 1.486, -1.648], [6.082, 2.526, -2.050], [8.054, 1.940, -0.705], [7.862, 0.246, 1.096], [6.121, -1.940, 1.760], [5.422, -0.670, 2.768], [3.318, -1.612, 2.170], [3.024, -3.081, 0.210], [4.700, -2.793, -0.285], [4.352, -3.666, 1.218], [-1.266, 1.408, 1.596], [-2.909, 2.092, 1.656], [-1.744, 2.635, 0.435]]}

{"formula": "C21H24N2O6S", "method": "ωB97M-V with the def2-TZVPD basis set", "max_force_ha_per_bohr": 0.01922, "gap_ev": 8.9158, "lumo_ev": 0.6063, "smiles": "O=C(CN(c1ccc2c(c1)OCCO2)S(=O)(=O)c1ccccc1)NC[C@H]1CCCO1", "relative_energy_kcal_mol": 51.2, "total_energy_ev": -48266.3345, "elements": ["O", "C", "C", "N", "C", "C", "C", "C", "C", "C", "O", "C", "C", "O", "S", "O", "O", "C", "C", "C", "C", "C", "C", "N", "C", "C", "C", "C", "C", "O", "H", "H", "H", "H", "H", "H", "H", "H", "H", "H", "H", "H", "H", "H", "H", "H", "H", "H", "H", "H", "H", "H", "H", "H"], "positions_angstrom": [[-1.963, -0.640, 2.896], [-1.313, -0.035, 2.063], [-1.126, -0.658, 0.673], [-0.442, 0.157, -0.308], [-0.929, 0.129, -1.635], [-1.429, -1.025, -2.231], [-1.850, -0.993, -3.546], [-1.776, 0.178, -4.286], [-1.301, 1.346, -3.679], [-0.874, 1.309, -2.360], [-1.255, 2.542, -4.342], [-1.993, 2.548, -5.544], [-1.724, 1.269, -6.335], [-2.164, 0.147, -5.602], [1.247, 0.259, -0.222], [1.577, 1.184, 0.829], [1.733, 0.565, -1.532], [1.780, -1.386, 0.237], [1.970, -1.718, 1.565], [2.349, -3.015, 1.877], [2.527, -3.950, 0.869], [2.329, -3.600, -0.458], [1.950, -2.308, -0.779], [-0.795, 1.189, 2.247], [-0.687, 1.734, 3.578], [0.689, 1.392, 4.193], [0.726, 1.716, 5.691], [0.147, 0.441, 6.320], [0.311, -0.623, 5.217], [0.957, 0.009, 4.122], [-2.133, -0.867, 0.301], [-0.628, -1.625, 0.833], [-1.475, -1.952, -1.680], [-2.228, -1.880, -4.030], [-0.486, 2.206, -1.909], [-3.067, 2.616, -5.324], [-1.676, 3.433, -6.098], [-0.646, 1.188, -6.533], [-2.273, 1.259, -7.277], [1.818, -0.975, 2.333], [2.500, -3.292, 2.909], [2.821, -4.959, 1.119], [2.469, -4.332, -1.240], [1.792, -1.993, -1.799], [-0.087, 1.500, 1.590], [-1.487, 1.292, 4.176], [-0.809, 2.818, 3.537], [1.471, 1.886, 3.611], [1.757, 1.866, 6.008], [0.149, 2.606, 5.932], [-0.904, 0.571, 6.572], [0.682, 0.164, 7.226], [0.948, -1.456, 5.524], [-0.659, -1.018, 4.893]]}

{"formula": "C21H24N4O3", "method": "ωB97M-V with the def2-TZVPD basis set", "max_force_ha_per_bohr": 0.27844, "gap_ev": 8.7413, "lumo_ev": 0.7574, "smiles": "O=C(CCC(=O)N1CCOc2ccccc21)N1CCN(c2ccccn2)CC1", "relative_energy_kcal_mol": 369.0, "total_energy_ev": -34255.7465, "elements": ["O", "C", "C", "C", "C", "O", "N", "C", "C", "O", "C", "C", "C", "C", "C", "C", "N", "C", "C", "N", "C", "C", "C", "C", "C", "N", "C", "C", "H", "H", "H", "H", "H", "H", "H", "H", "H", "H", "H", "H", "H", "H", "H", "H", "H", "H", "H", "H", "H", "H", "H", "H"], "positions_angstrom": [[-0.925, -0.131, -1.351], [-0.046, -1.010, -1.074], [-0.705, -2.486, -0.469], [-2.037, -1.839, 0.143], [-1.946, -0.818, 1.169], [-0.787, -0.645, 1.732], [-2.846, 0.261, 1.051], [-2.619, 1.635, 1.570], [-2.598, 2.384, 0.214], [-3.910, 2.399, -0.019], [-4.576, 1.220, -0.361], [-5.829, 1.383, -0.722], [-6.684, -0.021, -0.671], [-6.203, -1.197, -0.020], [-4.896, -1.006, 0.602], [-4.145, 0.052, 0.346], [1.297, -0.751, -1.223], [2.213, -1.730, -0.656], [2.555, -1.194, 0.767], [3.024, 0.108, 0.669], [4.433, 0.426, 0.160], [5.049, 1.467, -0.155], [6.290, 1.833, -0.274], [7.122, 0.806, 0.040], [6.569, -0.615, 0.334], [5.167, -0.651, 0.370], [2.067, 1.031, -0.003], [1.612, 0.546, -1.311], [-0.787, -3.012, -1.294], [-0.016, -2.615, 0.255], [-2.788, -1.691, -0.696], [-2.532, -2.790, 0.818], [-1.414, 1.423, 2.048], [-3.350, 1.954, 2.460], [-2.389, 3.336, 0.398], [-1.974, 1.747, -0.533], [-6.325, 2.126, -1.340], [-7.474, -0.032, -1.139], [-6.712, -2.062, 0.133], [-4.442, -2.043, 1.181], [1.828, -2.897, -0.673], [3.094, -1.683, -1.326], [3.341, -1.658, 1.328], [1.750, -0.874, 1.150], [4.441, 2.617, -0.142], [6.841, 2.669, -0.548], [8.183, 0.612, 0.051], [7.114, -1.651, 0.561], [2.572, 2.208, -0.281], [1.241, 1.220, 0.654], [0.791, 1.093, -1.948], [2.362, 0.546, -1.974]]}

{"formula": "C21H24N4O3S", "method": "ωB97M-V with the def2-TZVPD basis set", "max_force_ha_per_bohr": 0.03046, "gap_ev": 8.2765, "lumo_ev": 0.3893, "smiles": "COCCCN1CN(S(=O)(=O)c2ccc(C)cc2C)c2nc3ccccc3nc21", "relative_energy_kcal_mol": 43.1, "total_energy_ev": -45104.4710, "elements": ["C", "O", "C", "C", "C", "N", "C", "N", "S", "O", "O", "C", "C", "C", "C", "C", "C", "C", "C", "C", "N", "C", "C", "C", "C", "C", "C", "N", "C", "H", "H", "H", "H", "H", "H", "H", "H", "H", "H", "H", "H", "H", "H", "H", "H", "H", "H", "H", "H", "H", "H", "H", "H"], "positions_angstrom": [[1.460, 4.408, 0.632], [2.545, 3.524, 0.541], [2.396, 2.386, 1.359], [3.631, 1.506, 1.195], [3.470, 0.153, 1.898], [2.536, -0.716, 1.237], [2.855, -1.443, 0.025], [1.594, -2.003, -0.418], [1.293, -2.310, -2.081], [2.343, -1.608, -2.767], [1.228, -3.724, -2.264], [-0.313, -1.584, -2.334], [-1.353, -2.466, -2.558], [-2.641, -1.988, -2.689], [-2.893, -0.623, -2.587], [-4.290, -0.092, -2.671], [-1.828, 0.242, -2.376], [-0.521, -0.214, -2.244], [0.597, 0.744, -1.983], [0.613, -1.614, 0.452], [-0.651, -1.858, 0.370], [-1.404, -1.296, 1.375], [-2.787, -1.504, 1.367], [-3.574, -0.946, 2.345], [-3.002, -0.166, 3.352], [-1.647, 0.058, 3.377], [-0.821, -0.499, 2.393], [0.526, -0.232, 2.430], [1.209, -0.798, 1.483], [1.342, 4.791, 1.653], [0.523, 3.921, 0.333], [1.674, 5.234, -0.044], [2.278, 2.683, 2.412], [1.487, 1.834, 1.073], [4.494, 2.028, 1.609], [3.813, 1.358, 0.130], [3.095, 0.305, 2.912], [4.437, -0.357, 1.942], [3.277, -0.800, -0.762], [3.574, -2.251, 0.234], [-1.125, -3.518, -2.611], [-3.456, -2.674, -2.859], [-4.313, 0.860, -3.196], [-4.945, -0.794, -3.179], [-4.679, 0.071, -1.666], [-2.019, 1.303, -2.299], [0.777, 0.821, -0.910], [1.511, 0.403, -2.461], [0.346, 1.737, -2.350], [-3.200, -2.112, 0.578], [-4.642, -1.110, 2.339], [-3.633, 0.265, 4.116], [-1.187, 0.659, 4.147]]}

{"formula": "C21H24N4O3S", "method": "ωB97M-V with the def2-TZVPD basis set", "max_force_ha_per_bohr": 0.02312, "gap_ev": 8.0196, "lumo_ev": 0.0055, "smiles": "Cc1ccc(S(=O)(=O)Nc2nc3ccccc3nc2NC[C@H]2CCCO2)c(C)c1", "relative_energy_kcal_mol": 24.0, "total_energy_ev": -45105.2990, "elements": ["C", "C", "C", "C", "C", "S", "O", "O", "N", "C", "N", "C", "C", "C", "C", "C", "C", "N", "C", "N", "C", "C", "C", "C", "C", "O", "C", "C", "C", "H", "H", "H", "H", "H", "H", "H", "H", "H", "H", "H", "H", "H", "H", "H", "H", "H", "H", "H", "H", "H", "H", "H", "H"], "positions_angstrom": [[-2.220, -1.385, -3.094], [-1.907, -0.166, -2.284], [-0.611, 0.333, -2.219], [-0.322, 1.414, -1.409], [-1.327, 2.006, -0.668], [-0.807, 3.182, 0.572], [-1.683, 4.305, 0.724], [0.593, 3.463, 0.426], [-0.990, 2.254, 1.997], [-0.781, 0.884, 1.808], [-1.819, 0.106, 1.822], [-1.632, -1.219, 1.576], [-2.733, -2.084, 1.531], [-2.546, -3.408, 1.228], [-1.261, -3.903, 0.975], [-0.168, -3.078, 1.024], [-0.330, -1.715, 1.325], [0.751, -0.901, 1.375], [0.559, 0.381, 1.602], [1.612, 1.209, 1.752], [2.957, 0.765, 1.499], [3.437, 1.094, 0.069], [4.813, 0.470, -0.200], [4.448, -0.946, -0.665], [2.969, -0.823, -1.087], [2.601, 0.535, -0.918], [-2.639, 1.549, -0.722], [-3.731, 2.143, 0.108], [-2.903, 0.464, -1.550], [-1.517, -1.498, -3.915], [-3.231, -1.341, -3.492], [-2.145, -2.268, -2.458], [0.182, -0.135, -2.780], [0.686, 1.785, -1.323], [-1.916, 2.425, 2.368], [-3.714, -1.679, 1.726], [-3.392, -4.079, 1.184], [-1.136, -4.950, 0.739], [0.828, -3.449, 0.832], [1.427, 2.196, 1.622], [2.973, -0.314, 1.658], [3.625, 1.256, 2.212], [3.409, 2.178, -0.077], [5.314, 1.018, -0.997], [5.448, 0.474, 0.683], [4.556, -1.665, 0.145], [5.074, -1.269, -1.494], [2.808, -1.069, -2.139], [2.321, -1.456, -0.469], [-4.684, 2.065, -0.409], [-3.806, 1.582, 1.042], [-3.526, 3.185, 0.337], [-3.914, 0.084, -1.597]]}

{"formula": "C21H24N4O5S2", "method": "ωB97M-V with the def2-TZVPD basis set", "max_force_ha_per_bohr": 0.34901, "gap_ev": 7.9925, "lumo_ev": -0.8039, "relative_energy_kcal_mol": 489.3, "total_energy_ev": -60013.1881, "elements": ["C", "H", "O", "C", "C", "N", "S", "O", "O", "C", "C", "C", "C", "C", "C", "H", "H", "C", "O", "N", "C", "N", "C", "C", "S", "H", "C", "C", "C", "N", "C", "C", "H", "H", "H", "H", "H", "H", "H", "C", "C", "O", "C", "H", "H", "H", "H", "H", "H", "H", "H", "H", "H", "H", "H", "H"], "positions_angstrom": [[-4.376, -1.513, 0.879], [-5.043, -0.944, 0.019], [-3.720, -0.602, 1.487], [-4.315, 0.309, 2.386], [-5.047, 1.548, 1.594], [-4.155, 2.301, 1.054], [-3.858, 1.996, -0.438], [-3.595, 3.228, -1.386], [-5.017, 1.210, -1.285], [-2.528, 0.992, -0.654], [-2.455, -0.317, -1.610], [-1.230, -0.984, -1.730], [-0.180, -0.411, -0.800], [-0.363, 0.366, 0.144], [-1.429, 1.279, 0.066], [-1.475, 2.007, 1.001], [0.509, 0.793, 0.937], [1.000, -1.504, -0.753], [0.766, -2.694, -1.339], [2.150, -1.055, -0.367], [3.368, -1.660, -0.590], [4.522, -1.366, -0.055], [5.417, -2.234, -0.287], [5.055, -3.452, -0.620], [3.292, -3.408, -1.328], [5.521, -4.195, -0.967], [6.868, -1.566, 0.108], [7.808, -2.731, -0.151], [9.233, -2.198, 0.399], [9.381, -0.922, 0.810], [8.342, -0.185, 0.751], [7.131, -0.390, 0.401], [6.232, 0.232, 0.619], [8.696, 0.993, 1.223], [10.068, -2.772, 0.237], [7.647, -3.798, -0.454], [2.209, 0.064, -0.340], [-1.253, -1.846, -2.029], [-3.289, -0.363, -2.195], [-4.074, 3.439, 1.491], [-5.359, 4.560, 1.169], [-6.467, 3.802, 1.557], [-7.239, 3.521, 0.329], [-6.729, 2.875, -0.239], [-8.146, 3.018, 0.647], [-7.769, 4.469, -0.344], [-5.232, 5.611, 1.546], [-5.310, 4.801, -0.004], [-4.137, 3.561, 2.414], [-3.111, 3.927, 1.075], [-5.745, 1.855, 2.336], [-5.788, 0.851, 0.880], [-3.715, 0.769, 2.930], [-4.999, -0.284, 3.147], [-3.713, -2.132, 0.476], [-5.088, -2.197, 1.621]]}